(1)
{
  "formula": "C7H10BrN",
  "method": "ωB97M-V with the def2-TZVPD basis set",
  "species": ["C", "C", "C", "N", "C", "C", "C", "C", "H", "H", "H", "H", "H", "H", "H", "H", "H", "Br", "H"],
  "coordinates": [[-0.152, 0.593, -2.054], [-0.044, 0.732, -0.730], [-0.561, 1.916, -0.148], [-1.034, 2.862, 0.296], [0.531, -0.260, 0.211], [0.886, -1.600, -0.389], [0.039, -0.239, 1.639], [1.408, 0.269, 1.325], [-0.596, 1.373, -2.654], [0.195, -0.279, -2.578], [1.199, -2.284, 0.395], [1.701, -1.504, -1.106], [0.021, -2.031, -0.891], [-0.056, -1.188, 2.140], [-0.717, 0.480, 1.918], [1.581, 1.333, 1.385], [2.260, -0.329, 1.611], [-3.374, -0.608, -0.048], [-3.285, 0.762, -0.322]],
  "homo_lumo_gap_ev": 10.264,
  "lumo_energy_ha": 0.022,
  "e_above_lowest_kcal_mol": 0.00,
  "smiles": "C=C(C#N)C1(C)CC1.Br"
}

=====

(2)
{
  "formula": "C7H10BrNO",
  "method": "ωB97M-V with the def2-TZVPD basis set",
  "species": ["C", "C", "N", "C", "C", "Br", "H", "H", "H", "H", "C", "C", "O", "C", "H", "H", "H", "H", "H", "H"],
  "coordinates": [[-1.083, -1.665, -2.409], [-0.776, -0.489, -2.941], [-1.091, 0.722, -2.391], [-0.956, 1.277, -1.328], [-0.897, 2.089, -0.315], [0.519, 3.361, -0.177], [-0.889, -2.576, -2.941], [-1.558, -1.742, -1.446], [-0.344, -0.389, -3.928], [-1.529, 2.022, 0.550], [-0.993, -0.829, 1.957], [0.240, -0.360, 2.071], [1.100, -0.303, 1.023], [2.405, 0.142, 1.316], [-1.359, -1.207, 1.019], [-1.653, -0.846, 2.802], [0.614, 0.020, 3.016], [2.900, 0.282, 0.358], [2.955, -0.603, 1.905], [2.396, 1.093, 1.859]],
  "homo_lumo_gap_ev": 8.613,
  "lumo_energy_ha": 0.011,
  "e_above_lowest_kcal_mol": 43.54,
  "smiles": "C=CN=C=CBr.C=COC"
}

=====

(3)
{
  "formula": "C7H10BrNO3",
  "method": "ωB97M-V with the def2-TZVPD basis set",
  "species": ["C", "C", "O", "C", "Br", "N", "C", "C", "C", "H", "H", "H", "H", "H", "H", "H", "H", "H", "H", "O", "C", "O"],
  "coordinates": [[2.075, 0.417, -0.582], [1.289, 1.384, 0.385], [1.974, 2.197, 1.024], [-0.036, 0.988, 0.673], [-1.216, 2.202, 1.462], [-0.694, 0.030, -0.548], [-1.873, 0.251, -1.524], [-2.440, -1.098, -0.924], [-1.447, -0.995, 0.221], [1.495, 0.357, -1.652], [3.088, 0.817, -0.786], [2.073, -0.530, -0.177], [0.148, -0.323, -0.953], [-1.664, 0.261, -2.499], [-2.299, 1.153, -1.127], [-3.504, -0.976, -0.630], [-2.323, -2.028, -1.604], [-1.748, -0.697, 1.242], [-0.946, -1.903, 0.367], [3.755, -0.210, 2.269], [2.684, -0.476, 2.521], [1.608, -0.821, 2.843]],
  "homo_lumo_gap_ev": 7.864,
  "lumo_energy_ha": 0.013,
  "e_above_lowest_kcal_mol": 11.18,
  "smiles": "C/C([O-])=C(/Br)[NH+]1CCC1.O=C=O"
}

=====

(4)
{
  "formula": "C7H10ClFN2O4",
  "method": "ωB97M-V with the def2-TZVPD basis set",
  "species": ["C", "C", "C", "C", "C", "C", "C", "N", "N", "O", "O", "O", "O", "F", "Cl", "H", "H", "H", "H", "H", "H", "H", "H", "H", "H"],
  "coordinates": [[1.867, 1.218, -0.804], [-1.087, -2.496, 1.131], [0.146, -1.572, 0.772], [-1.726, 0.893, -1.150], [-1.304, 2.393, -0.994], [-0.012, -0.115, 0.345], [1.363, 0.503, 0.337], [2.291, 1.670, -1.764], [3.162, -1.342, -0.416], [3.063, -1.930, -1.439], [3.865, -1.422, 0.566], [-0.780, -0.105, -0.824], [-0.667, 2.719, 0.201], [-1.713, 2.841, 1.169], [2.265, 0.586, 1.819], [-1.636, -2.620, 0.193], [-1.754, -1.996, 1.973], [-0.700, -3.521, 1.375], [0.651, -1.575, 1.854], [0.750, -1.945, -0.025], [-2.082, 0.869, -2.138], [-2.525, 0.613, -0.450], [-2.159, 3.102, -1.162], [-0.556, 2.912, -1.604], [-0.722, 0.319, 1.035]],
  "homo_lumo_gap_ev": [8.689, 8.259],
  "lumo_energy_ha": [0.000, -0.084],
  "e_above_lowest_kcal_mol": 0.00,
  "spin_multiplicity": 3
}

=====

(5)
{
  "formula": "C7H10ClFO2S",
  "method": "ωB97M-V with the def2-TZVPD basis set",
  "species": ["C", "C", "C", "C", "C", "C", "C", "O", "O", "F", "S", "Cl", "H", "H", "H", "H", "H", "H", "H", "H", "H", "H"],
  "coordinates": [[-0.505, -2.335, -0.005], [0.283, -1.164, -0.412], [-0.571, -3.500, -0.656], [0.152, 0.021, 0.249], [-1.308, -4.691, -0.183], [0.391, 5.325, 0.848], [0.625, 4.129, 1.320], [2.382, 0.986, -0.659], [0.175, 1.924, -1.564], [-0.400, 3.284, 1.506], [1.099, 1.517, -0.135], [2.087, 3.467, 1.809], [-1.114, -2.254, 0.840], [0.915, -1.355, -1.343], [-0.055, -3.692, -1.654], [-0.577, 0.127, 1.053], [-0.692, -5.349, 0.493], [-1.745, -5.275, -0.949], [-2.071, -4.251, 0.398], [1.124, 6.075, 0.467], [0.469, 1.253, -2.180], [-0.664, 5.757, 0.757]],
  "homo_lumo_gap_ev": 9.045,
  "lumo_energy_ha": 0.004,
  "e_above_lowest_kcal_mol": 16.38
}

=====

(6)
{
  "formula": "C7H10ClIN",
  "method": "ωB97M-V with the def2-TZVPD basis set",
  "species": ["C", "C", "C", "C", "C", "C", "C", "N", "Cl", "I", "H", "H", "H", "H", "H", "H", "H", "H", "H", "H"],
  "coordinates": [[1.637, 0.492, 0.662], [0.152, -1.306, -0.015], [1.347, -0.761, 0.404], [-1.183, -0.004, 0.700], [0.689, 1.593, 0.880], [-0.414, -2.628, -0.383], [-0.582, 1.400, -1.141], [-0.662, 1.286, 0.290], [2.775, -1.835, 0.204], [-3.184, -0.397, 0.265], [2.716, 0.698, 0.738], [0.500, 1.835, 1.956], [1.052, 2.576, 0.314], [-1.404, -2.492, -0.947], [-0.598, -3.433, 0.463], [0.384, -3.155, -0.936], [0.025, 0.535, -1.435], [-1.740, 1.246, -1.341], [-0.179, 2.420, -1.396], [-1.330, 1.931, 0.715]],
  "homo_lumo_gap_ev": [6.753, 7.967],
  "lumo_energy_ha": [-0.202, -0.184],
  "e_above_lowest_kcal_mol": 0.00,
  "charge": 1
}

=====

(7)
{
  "formula": "C7H10ClNO3P",
  "method": "ωB97M-V with the def2-TZVPD basis set",
  "species": ["C", "C", "C", "C", "C", "C", "C", "N", "O", "O", "O", "P", "Cl", "H", "H", "H", "H", "H", "H", "H", "H", "H", "H"],
  "coordinates": [[-2.827, -0.478, 0.428], [-1.851, -1.156, -0.208], [-2.042, 1.924, 0.007], [-3.002, 0.977, 0.275], [-0.660, -0.706, -1.020], [-0.497, 0.778, -1.063], [-4.313, 1.444, 0.597], [5.076, -1.389, 0.591], [3.628, 1.035, 0.237], [2.018, -0.860, 0.805], [3.152, -0.679, -1.575], [2.941, -0.163, -0.159], [1.071, 1.294, -1.265], [-3.430, -0.943, 1.169], [-1.653, -2.167, 0.118], [-2.081, 2.953, -0.239], [0.212, -0.972, -0.328], [-0.442, -1.043, -2.043], [-4.669, 2.582, 0.453], [-4.808, 0.979, 1.378], [5.213, -0.636, 1.220], [4.225, -1.937, 0.853], [4.739, -0.837, -0.233]],
  "homo_lumo_gap_ev": [8.376, 6.340],
  "lumo_energy_ha": [0.110, 0.068],
  "charge": -1
}

=====

(8)
{
  "formula": "C7H10CoF2NS3",
  "method": "ωB97M-V with the def2-TZVPD basis set",
  "species": ["Co", "S", "C", "S", "S", "C", "C", "C", "C", "C", "N", "H", "H", "H", "H", "H", "H", "H", "H", "H", "F", "C", "F", "H"],
  "coordinates": [[0.199, -2.439, 1.089], [1.818, -6.299, 2.347], [1.210, -4.860, 1.830], [0.168, -3.815, 2.755], [1.516, -4.112, 0.267], [-0.706, 1.461, -2.641], [-0.366, 1.385, -1.151], [-1.444, 2.068, -0.303], [1.007, 2.009, -0.875], [-0.308, -0.032, -0.743], [-0.242, -1.123, -0.403], [-0.750, 2.510, -2.938], [-1.671, 0.999, -2.849], [0.051, 0.960, -3.243], [-1.486, 3.124, -0.575], [-1.213, 1.974, 0.757], [-2.422, 1.620, -0.479], [0.970, 3.063, -1.155], [1.784, 1.516, -1.459], [1.265, 1.918, 0.177], [-1.066, -0.180, 2.342], [0.160, -0.877, 2.238], [1.030, 0.137, 1.740], [0.497, -1.007, 3.272]],
  "homo_lumo_gap_ev": [6.490, 6.460],
  "lumo_energy_ha": [0.091, 0.091],
  "e_above_lowest_kcal_mol": 5.69,
  "charge": -1,
  "spin_multiplicity": 2
}

=====

(9)
{
  "formula": "C7H10F2O",
  "method": "ωB97M-V with the def2-TZVPD basis set",
  "species": ["C", "C", "C", "C", "C", "C", "C", "O", "F", "F", "H", "H", "H", "H", "H", "H", "H", "H", "H", "H"],
  "coordinates": [[2.312, 1.035, 3.449], [2.408, 0.828, 2.171], [0.547, 1.450, 0.445], [-0.155, 0.500, -1.731], [-1.473, -0.108, 0.459], [0.733, -0.997, 0.033], [-0.076, 0.255, -0.176], [0.539, 2.609, 0.309], [3.243, 0.848, 4.471], [3.451, 0.133, 1.554], [1.462, 1.504, 3.800], [0.740, 1.051, -1.911], [-1.057, 1.033, -1.967], [-0.253, -0.596, -2.157], [-2.170, 0.797, 0.691], [-1.974, -0.916, -0.094], [-1.165, -0.279, 1.517], [1.096, -1.298, 1.058], [0.148, -1.879, -0.324], [1.553, -0.993, -0.635]],
  "homo_lumo_gap_ev": [8.344, 8.326],
  "lumo_energy_ha": [-0.014, -0.014],
  "e_above_lowest_kcal_mol": 58.50
}

=====

(10)
{
  "formula": "C7H10F5MnN2",
  "method": "ωB97M-V with the def2-TZVPD basis set",
  "species": ["C", "Mn", "N", "N", "H", "H", "H", "H", "H", "H", "H", "H", "H", "H", "F", "C", "C", "C", "F", "C", "F", "C", "F", "C", "F"],
  "coordinates": [[2.016, 1.026, -0.855], [0.729, -0.564, -0.986], [-0.807, -2.240, -1.002], [0.699, -0.303, -3.235], [-1.754, -1.924, -0.751], [1.949, -1.432, -0.689], [2.576, 1.045, 0.091], [1.363, 1.921, -0.911], [2.730, 1.031, -1.699], [-0.212, -0.077, -3.661], [1.040, -1.138, -3.731], [1.333, 0.461, -3.509], [-0.906, -2.767, -1.880], [-0.552, -2.934, -0.286], [0.802, -1.575, 1.873], [-0.004, -0.485, 1.883], [-0.244, 0.206, 0.691], [-1.070, 1.334, 0.689], [-1.299, 2.005, -0.465], [-1.650, 1.768, 1.891], [-2.446, 2.866, 1.903], [-1.406, 1.073, 3.084], [-1.964, 1.494, 4.246], [-0.583, -0.056, 3.079], [-0.341, -0.733, 4.230]],
  "homo_lumo_gap_ev": [3.370, 8.109],
  "lumo_energy_ha": [0.117, 0.118],
  "charge": -1,
  "spin_multiplicity": 6
}